This record from the Open Molecules 2025 dataset describes the ion C4H10NS2 with charge +1 in a non-equilibrium geometry. The level of theory is ωB97M-V/def2-TZVPD.

The calculation puts the energy at -27461.4109 eV. The calculation puts the gap between HOMO and LUMO at 8.41 eV. The spin multiplicity is 1. The LUMO energy comes out at -4.943 eV. The value obtained for the highest occupied orbital energy is -0.4906 Eh. As for the energy relative to the best compared isomer or geometry (same formula, charge and spin): 48.8 kcal per mole. The charge is +1.

Each atom is followed by the atoms it is bonded to, with distances in Å.
Cartesian coordinates (Å):
1 C 0.945 1.267 -0.491  C2 1.575, S6 2.123, H8 1.129, H9 1.102
2 C -0.153 0.186 -0.823  C1 1.575, N5 1.304, S7 1.715
3 C 0.182 -0.918 1.348  N5 1.437, H10 1.184, H11 1.087, H12 1.038
4 C -1.712 -1.366 -0.052  N5 1.413, H13 1.099, H14 1.240, H15 1.093
5 N -0.517 -0.634 0.125  C2 1.304, C3 1.437, C4 1.413
6 S 3.025 1.428 -0.105  C1 2.123, H16 1.263
7 S -0.979 0.260 -2.323  C2 1.715, H17 1.408
8 H 0.881 2.117 -1.231  C1 1.129
9 H 0.740 1.779 0.462  C1 1.102
10 H -0.468 -0.783 2.328  C3 1.184
11 H 0.467 -1.965 1.408  C3 1.087
12 H 1.075 -0.390 1.369  C3 1.038
13 H -1.563 -2.267 0.560  C4 1.099
14 H -2.562 -0.764 0.620  C4 1.240
15 H -2.081 -1.543 -1.065  C4 1.093
16 H 2.978 2.294 0.813  S6 1.263
17 H -0.259 1.299 -2.943  S7 1.408